[1]
9
Properties=species:S:1:pos:R:3:nbo_charge:R:1 method="wB97M-V/def2-TZVPD" molar_mass_g_mol=107.1 s2=2.010 homo_lumo_gap_ev="6.21 / 5.13" total_charge=-1 lumo_energy_ha="0.144 / 0.043" e_above_lowest_kcal_mol=43.5 spin_multiplicity=3 max_force_ev_per_a=3.70 total_energy_ev=-17151.353
C 1.92 0.02 0.46 0.508
O 2.19 1.18 0.73 -0.561
O 2.53 -0.93 0.14 -0.545
O -0.36 0.39 -1.20 -1.127
O -2.37 -1.23 0.28 -1.122
Si -0.04 0.27 0.39 1.184
H -1.28 0.16 -1.32 0.510
H -2.28 -1.49 -0.70 0.386
H -0.32 1.63 1.21 -0.232

---

[2]
44
Properties=species:S:1:pos:R:3:nbo_charge:R:1 method="wB97M-V/def2-TZVPD" molar_mass_g_mol=326.2 s2=2.023 homo_lumo_gap_ev="2.15 / 4.75" total_charge=-1 lumo_energy_ha="0.101 / 0.100" e_above_lowest_kcal_mol=0.0 spin_multiplicity=3 max_force_ev_per_a=3.08 total_energy_ev=-60034.874
C 1.70 0.51 -3.06 -0.422
C 0.87 1.14 -4.02 -0.212
C -0.41 0.58 -4.07 -0.404
C -0.32 -0.70 -3.40 -0.440
C 1.04 -0.85 -2.81 -0.467
Ti -0.03 0.70 -1.94 0.453
P -0.26 3.16 -1.72 0.166
H 2.73 0.94 -3.11 0.223
H 1.18 1.88 -4.70 0.207
H -1.26 0.99 -4.54 0.218
H 1.36 -1.86 -2.45 0.220
H -1.17 -1.39 -3.40 0.215
H -1.23 3.85 -1.00 -0.051
H -0.22 4.12 -2.76 -0.010
H 0.88 3.74 -1.08 -0.032
C -2.47 -0.96 1.93 -0.780
N -1.64 -0.63 0.75 -0.823
C -2.38 0.14 -0.27 -0.463
P -0.06 -0.29 1.00 2.477
O 0.59 0.58 -0.07 -1.047
N 0.26 0.55 2.37 -0.848
C 1.13 1.81 2.30 -0.409
C 0.26 -0.15 3.64 -0.667
N 0.74 -1.67 0.93 -0.842
C 2.18 -1.63 0.69 -0.403
C 0.17 -2.98 1.22 -0.465
H -3.49 -1.02 1.55 0.205
H -2.47 -0.16 2.69 0.185
H -2.20 -1.92 2.34 0.198
H -2.44 1.22 -0.05 0.203
H -2.14 -0.05 -1.37 0.217
H -3.43 -0.22 -0.20 0.222
H 0.66 2.60 1.67 0.213
H 1.23 2.21 3.31 0.195
H 2.15 1.59 1.93 0.189
H 0.60 0.54 4.44 0.207
H -0.78 -0.51 3.92 0.194
H 0.96 -1.04 3.63 0.172
H 2.64 -0.91 1.37 0.193
H 2.59 -2.62 0.89 0.194
H 2.35 -1.37 -0.37 0.225
H -0.03 -3.09 2.30 0.184
H -0.75 -3.10 0.60 0.212
H 0.91 -3.74 0.94 0.198

---

[3]
56
Properties=species:S:1:pos:R:3:nbo_charge:R:1 method="wB97M-V/def2-TZVPD" molar_mass_g_mol=632.6 s2=3.842 homo_lumo_gap_ev="6.32 / 6.42" total_charge=+1 lumo_energy_ha="-0.145 / -0.175" e_above_lowest_kcal_mol=86.5 spin_multiplicity=4 max_force_ev_per_a=4.77 total_energy_ev=-57658.306
Re -0.73 1.17 -0.02 1.284
O -4.48 -2.32 0.68 -0.707
C -3.87 -1.22 0.04 -0.110
C -3.18 -0.45 1.14 0.237
C -3.43 -0.83 2.45 -0.229
C -2.40 -0.62 3.37 -0.119
C -1.43 0.28 3.04 -0.253
C -1.51 0.98 1.84 0.014
N -2.29 0.49 0.80 -0.451
H -4.98 -2.81 -0.01 0.492
H -4.59 -0.52 -0.46 0.199
H -3.08 -1.54 -0.67 0.194
H -4.33 -1.40 2.75 0.275
H -2.34 -1.23 4.27 0.248
H -0.54 0.26 3.70 0.255
H -1.04 2.03 1.63 0.227
C 0.42 2.92 -4.74 -0.646
C -0.53 2.32 -3.69 -0.488
O -1.48 1.46 -4.30 -0.695
P -1.27 3.51 -2.52 2.351
O -0.40 4.91 -2.59 -0.936
O -2.53 4.05 -3.34 -0.947
O -1.65 2.92 -1.20 -1.099
P 0.38 1.15 -2.62 2.302
O 1.00 2.10 -1.37 -1.002
O 1.42 0.31 -3.24 -1.021
O -0.81 0.49 -1.81 -1.036
H 0.08 3.95 -5.01 0.245
H 0.37 2.25 -5.62 0.269
H 1.49 3.01 -4.44 0.242
H -1.72 0.76 -3.64 0.497
H 0.46 4.85 -2.19 0.517
H -3.15 3.27 -3.48 0.525
H 1.94 1.78 -1.30 0.553
C -0.04 -2.33 1.36 -0.593
C 1.06 -1.33 0.85 -0.177
C 1.48 -1.82 -0.53 -0.620
C 0.65 0.15 0.86 -0.359
C 2.39 -1.53 1.63 0.011
C 2.65 -2.79 2.30 -0.232
C 3.90 -3.02 2.90 -0.198
C 4.86 -2.00 2.93 -0.204
C 4.54 -0.78 2.35 -0.202
C 3.36 -0.52 1.73 -0.245
H -1.04 -2.03 1.00 0.196
H -0.07 -2.45 2.47 0.222
H 0.14 -3.29 0.91 0.229
H 0.73 -1.68 -1.35 0.217
H 1.76 -2.86 -0.50 0.229
H 2.47 -1.43 -0.91 0.231
H 1.14 0.54 1.78 0.208
H 1.89 -3.59 2.30 0.221
H 4.08 -3.97 3.49 0.229
H 5.86 -2.06 3.41 0.231
H 5.22 0.06 2.33 0.215
H 3.17 0.46 1.26 0.204

---

[4]
77
Properties=species:S:1:pos:R:3:mulliken_charge:R:1 method="wB97M-V/def2-TZVPD" molar_mass_g_mol=788.8 homo_lumo_gap_ev=4.99 total_charge=-1 lumo_energy_ha=0.044 e_above_lowest_kcal_mol=38.8 max_force_ev_per_a=4.22 total_energy_ev=-81503.000
La 0.29 0.02 -0.41 0.875
C 2.80 2.68 -2.28 -1.119
N 2.68 1.22 -2.08 0.901
C 2.64 0.48 -3.38 -1.218
C 3.59 0.73 -1.10 0.269
C 4.86 0.24 -1.47 -0.197
C 5.74 -0.25 -0.50 -0.717
C 5.30 -0.34 0.88 -0.631
C 4.07 0.16 1.25 -0.329
C 3.22 0.75 0.29 -0.628
N 2.00 1.36 0.68 0.650
C 1.95 2.44 1.46 0.063
C 3.10 3.22 1.81 -0.332
C 3.03 4.31 2.67 -0.727
C 1.77 4.76 3.17 -0.792
C 0.63 4.05 2.82 -0.401
C 0.69 2.90 2.02 -0.647
N -0.53 2.16 1.66 1.575
C -1.60 3.07 1.16 -1.361
C -1.01 1.38 2.81 -1.180
H 3.77 2.88 -2.81 0.286
H 2.81 3.16 -1.30 0.189
H 1.92 3.02 -2.82 0.423
H 3.47 0.72 -4.05 0.311
H 1.69 0.76 -3.85 0.282
H 2.60 -0.57 -3.12 0.464
H 5.14 0.30 -2.53 0.310
H 6.74 -0.64 -0.81 0.290
H 6.03 -0.74 1.61 0.356
H 3.68 0.04 2.24 0.548
H 4.06 3.00 1.34 0.351
H 3.99 4.81 2.94 0.306
H 1.66 5.65 3.80 0.351
H -0.34 4.29 3.19 0.338
H -2.08 3.56 1.99 0.464
H -2.28 2.47 0.59 0.161
H -1.23 3.83 0.47 0.317
H -1.37 2.05 3.65 0.325
H -0.20 0.71 3.17 0.242
H -1.85 0.80 2.50 0.329
N -2.82 2.37 -3.20 -0.412
C -2.09 1.70 -2.33 0.504
S -0.58 2.35 -1.84 -0.650
N -2.66 0.58 -1.90 -0.810
N -2.38 0.15 -0.57 0.122
C -2.72 -1.14 -0.38 -0.359
C -3.50 -1.63 0.75 1.248
C -4.21 -0.68 1.55 -0.566
C -5.10 -1.09 2.53 -0.569
C -5.38 -2.47 2.66 -0.635
C -4.58 -3.40 2.00 -1.048
C -3.71 -3.00 0.98 -0.508
C -2.19 -2.03 -1.44 0.779
C -2.92 -3.08 -2.01 -0.811
C -2.42 -3.82 -3.04 -0.583
C -1.16 -3.44 -3.55 -0.907
C -0.42 -2.53 -2.81 -0.229
N -0.92 -1.74 -1.87 0.619
H -2.43 3.20 -3.61 0.223
H -3.75 2.00 -3.41 0.241
H -4.07 0.36 1.28 0.386
H -5.61 -0.34 3.17 0.357
H -6.17 -2.76 3.31 0.436
H -4.74 -4.48 2.24 0.365
H -3.11 -3.74 0.43 0.690
H -3.90 -3.28 -1.56 0.645
H -2.96 -4.67 -3.43 0.455
H -0.79 -3.85 -4.50 0.373
H 0.67 -2.48 -2.98 0.208
S -0.12 -1.90 2.01 -0.411
C 0.08 -3.35 1.20 0.430
C -0.86 -4.41 1.58 -0.244
N -1.60 -5.24 2.01 -0.649
C 1.08 -3.68 0.23 0.821
S 2.13 -2.67 -0.56 -0.369
C 1.16 -5.08 -0.14 -0.208
N 1.31 -6.20 -0.48 -0.631